1.
DFT (ωB97M-V/def2-TZVPD) results for C39H44As2ClN3O11RuS6 as an isolated structure.

Structure (ORCA input):
```
! wB97M-V def2-TZVPD RIJCOSX def2/J DEFGRID3
* xyz 1 6
Ru -0.1212 0.6377 -0.4860
Cl 3.9901 -3.0038 4.3824
C 2.7905 -2.1937 3.4281
C 1.5120 -1.9696 3.9700
C 0.5504 -1.3185 3.2473
C 0.8146 -0.8395 1.9386
O -0.1265 -0.1869 1.3372
C 2.0948 -1.0979 1.3932
C 2.4130 -0.8456 0.0327
N 1.6452 -0.2940 -0.8588
C 2.0163 -0.3040 -2.2371
C 3.0668 -1.0114 -2.7984
C 3.2830 -0.9407 -4.1720
C 2.4377 -0.1893 -4.9714
C 1.3697 0.5116 -4.4193
C 0.4001 1.2436 -5.2129
C -0.5964 1.9023 -4.6282
C -0.7111 1.9736 -3.1422
N 0.0946 1.0721 -2.4024
C 1.1624 0.4599 -3.0345
C 3.0749 -1.7737 2.1596
H 1.3000 -2.3124 4.9744
H -0.4222 -1.1124 3.6705
H 3.3873 -1.1985 -0.2929
H 3.7150 -1.6296 -2.1945
H 4.1066 -1.4835 -4.6127
H 2.5926 -0.1515 -6.0422
H 0.4878 1.2190 -6.2920
H -1.3407 2.4378 -5.2010
H -1.7415 1.8919 -2.8294
H 4.0518 -1.9556 1.7305
C -0.8997 -2.2105 -3.7143
N -1.6667 -2.8101 -2.6421
C -1.8700 -4.2448 -2.6808
C -2.0656 -2.0976 -1.5925
O -1.8793 -0.8879 -1.4318
H -1.3608 -2.4486 -4.6733
H 0.1248 -2.5908 -3.7075
H -0.8796 -1.1340 -3.5735
H -2.2623 -4.5362 -3.6555
H -2.5848 -4.5350 -1.9145
H -0.9296 -4.7719 -2.5043
H -2.6013 -2.6887 -0.8384
C 2.8230 -4.7959 -2.0653
S 3.5799 -4.1964 -0.5368
C 2.5037 -4.7510 0.7120
C 1.1289 -4.4769 0.8445
S 0.2257 -3.5217 -0.1570
S 0.4136 -5.1595 2.2892
C 1.8551 -5.7916 3.0220
S 1.9406 -6.4846 4.4807
S 3.2461 -5.6278 1.9729
H 3.5774 -4.6092 -2.8287
H 1.9134 -4.2538 -2.3007
H 2.6419 -5.8656 -2.0012
C 1.0141 5.4514 -2.3367
O 0.3174 4.7988 -1.2627
C -0.3574 3.6883 -1.5192
O -0.3231 3.3560 -2.7911
C -0.9425 3.0586 -0.4240
C -0.8917 3.8817 0.7765
As -2.0143 5.4727 0.9400
C -2.6245 5.7422 -0.9097
C -3.5532 4.2726 1.3556
C -3.7207 3.0443 0.8808
As -2.5128 1.8106 -0.0956
C -3.6482 1.7686 -1.7016
C -5.0044 2.2844 1.0186
O -5.0461 1.0772 0.9990
O -6.0767 3.0688 1.0263
C -7.3265 2.3987 1.2569
C -4.5808 4.9118 2.2391
O -4.9851 4.4472 3.2668
O -4.9118 6.1133 1.7461
C -5.7997 6.9021 2.5570
C -0.4177 3.4994 2.0981
O -0.7604 4.1067 3.0927
O 0.4036 2.4437 2.0998
C 0.8223 1.9969 3.3993
H 1.4856 6.3112 -1.8721
H 0.3154 5.7640 -3.1108
H 1.7634 4.7821 -2.7567
H -1.9498 6.4246 -1.4231
H -3.6053 6.2107 -0.8308
H -2.7219 4.8139 -1.4696
H -3.6325 2.7251 -2.2228
H -4.6597 1.5635 -1.3580
H -3.3489 0.9488 -2.3493
H -8.0813 3.1778 1.2248
H -7.3128 1.9178 2.2329
H -7.5028 1.6546 0.4818
H -5.6559 7.9307 2.2408
H -5.5585 6.7792 3.6100
H -6.8277 6.5893 2.3763
H 1.8020 1.5451 3.2668
H 0.0985 1.2640 3.7515
H 0.8752 2.8349 4.0896
C -4.3193 -1.8235 1.3123
S -2.7757 -1.5064 2.1736
C -3.0638 -2.6456 3.5303
O -2.8577 -0.1447 2.7710
H -5.1421 -1.4964 1.9459
H -4.3897 -2.8873 1.0888
H -4.3202 -1.2385 0.3951
H -2.9888 -3.6714 3.1705
H -4.0432 -2.4559 3.9655
H -2.2892 -2.4610 4.2708
*
```

Calculated values
E_LUMO (alpha / beta) = -0.1086 / -0.1743 Eh
HOMO-LUMO gap (alpha / beta) = 7.0 / 5.5 eV

***

2.
DFT (ωB97M-V/def2-TZVPD) results for C39H44F5N7OSTi as an isolated structure at a distorted geometry.

Structure (ORCA input):
```
! wB97M-V def2-TZVPD RIJCOSX def2/J DEFGRID3
* xyz 1 2
Ti -0.8546 0.0059 -0.3540
C -3.4836 1.3541 1.1976
C -2.4126 2.2860 1.6443
C -1.7251 2.9951 0.5310
C -1.8383 4.3608 0.2581
C -1.0169 4.9640 -0.6840
C 0.0166 4.2230 -1.3072
C -0.0101 2.8490 -1.0524
N -0.9116 2.2565 -0.2371
N -2.8807 -0.0144 0.8634
C -3.9361 -0.6892 0.1085
C -3.4409 -1.9087 -0.6614
C -4.2330 -2.9469 -1.0984
C -3.6998 -3.8529 -2.0587
C -2.3238 -3.7854 -2.2836
C -1.5954 -2.7102 -1.8391
N -2.1737 -1.7683 -1.1023
C -2.6459 -0.7528 2.1891
C -1.7234 -1.9259 1.9466
C -1.9321 -3.1502 2.5559
C -1.0637 -4.2556 2.2316
C 0.0508 -3.9705 1.4079
C 0.1216 -2.7389 0.7994
N -0.6860 -1.7234 1.0646
H -4.0377 1.7360 0.3435
H -4.3373 1.3241 1.9142
H -1.6195 1.7393 2.1777
H -2.8473 3.0401 2.3234
H -2.5603 4.9692 0.8214
H -1.1823 5.9939 -0.9277
H 0.7885 4.7649 -1.8319
H 0.7470 2.1386 -1.4371
H -4.2770 -0.0424 -0.7439
H -4.8315 -0.8732 0.6900
H -5.3103 -2.9567 -0.7905
H -4.2023 -4.7403 -2.4455
H -1.8234 -4.5345 -2.9183
H -0.4923 -2.4395 -2.0688
H -3.5825 -1.0663 2.6614
H -2.1764 -0.0783 2.8755
H -2.8594 -3.3803 3.1984
H -1.0793 -5.2211 2.7800
H 0.6760 -4.7894 1.0313
H 0.8632 -2.5604 0.0568
C -3.8832 1.9187 -2.6932
N -2.9479 0.8423 -2.8435
C -3.5738 -0.1712 -3.7289
C -1.8001 1.2800 -3.6576
C -0.4669 0.5330 -3.5599
C 0.3873 0.6895 -4.6235
C 1.6614 0.1700 -4.5770
C 2.1161 -0.5177 -3.4483
C 1.2886 -0.5303 -2.3607
C -0.0154 -0.0576 -2.3899
H -4.0405 2.5149 -3.5841
H -3.4523 2.6683 -1.9515
H -4.8038 1.5029 -2.3776
H -3.9331 0.3104 -4.7007
H -4.4621 -0.6240 -3.2707
H -2.9574 -0.9845 -4.0409
H -1.6044 2.3256 -3.2949
H -2.0896 1.3999 -4.7505
H 0.1870 1.2745 -5.5528
H 2.3579 0.3040 -5.4009
H 3.1576 -0.9355 -3.4433
H 1.5690 -0.9804 -1.4155
C 1.9814 -1.7282 3.5844
C 3.3388 -2.3946 3.4664
N 3.7394 -2.8912 2.1124
C 3.9361 -1.9844 1.0775
S 3.5895 -2.4623 -0.4892
N 4.5608 -0.8099 1.3469
C 5.3791 -0.4018 2.5321
C 6.6094 0.4911 1.9916
H 1.8690 -1.3311 4.5439
H 1.1519 -2.4466 3.6060
H 1.7377 -0.8480 2.9382
H 3.4451 -3.3146 4.0718
H 4.1191 -1.7123 3.7120
H 3.5166 -3.8217 1.7313
H 4.6502 -0.2672 0.5095
H 5.8504 -1.3116 2.7870
H 4.7783 0.1870 3.2235
H 7.3138 -0.1711 1.4147
H 7.3235 0.9094 2.7088
H 6.2886 1.3750 1.3806
F 4.0765 4.4735 2.6263
C 3.3191 3.5538 1.9369
C 3.6097 3.0599 0.6575
F 4.5444 3.6140 -0.0545
C 2.7923 2.0144 0.1745
F 2.9226 1.6124 -1.1439
C 1.7249 1.4475 0.9450
O 0.9801 0.4706 0.4716
C 1.5661 1.9494 2.2416
F 0.6256 1.3777 3.0192
C 2.3670 2.9411 2.7231
F 2.1409 3.3625 3.9894
*
```

Calculated values
E_LUMO (alpha / beta) = -0.1069 / -0.1070 Eh
HOMO-LUMO gap (alpha / beta) = 7.0 / 7.0 eV
energy relative to the best compared isomer or geometry (same formula, charge and spin) = 40.0 kcal/mol

***

3.
DFT (ωB97M-V/def2-TZVPD) results for a 6-piece molecular cluster, C39H44FN3O2S overall at a distorted geometry.

Structure (ORCA input):
```
! wB97M-V def2-TZVPD RIJCOSX def2/J DEFGRID3
* xyz 0 1
N 3.9402 -3.1474 -0.8959
C 3.4803 -2.1074 -1.8984
C 1.8468 -2.1958 -1.9792
C 1.2121 -0.6948 -1.9583
C -0.3258 -0.6304 -2.3741
N -1.3330 -1.1100 -1.3984
C -2.0247 -2.3540 -1.7548
C -1.3545 -3.7671 -1.8216
C -2.2793 -4.9749 -2.1802
C -3.7743 -4.6495 -2.4144
N -4.4122 -3.3753 -2.3763
C -3.5419 -2.2972 -2.0475
S -0.9258 -0.9714 0.2469
O -0.0204 -2.0315 0.7990
O -2.2266 -1.0539 1.0272
F -0.3280 0.5850 0.5792
H 3.6197 -4.0537 -1.2821
H 3.4464 -3.0285 0.0014
H 3.9772 -2.3927 -2.8921
H 3.8334 -1.0692 -1.5594
H 1.5262 -2.8264 -1.0871
H 1.6152 -2.6682 -2.9920
H 1.7936 -0.1420 -2.7956
H 1.4862 -0.1230 -0.9977
H -0.4402 -1.2677 -3.3325
H -0.5627 0.4491 -2.7167
H -0.2519 -3.9185 -1.5983
H -1.8827 -6.0426 -2.2405
H -4.4537 -5.5528 -2.6421
H -4.0287 -1.2531 -1.9874
C -7.8307 -0.2241 0.2463
C -8.1519 1.1298 0.2588
C -7.1413 2.0859 0.2279
C -5.8087 1.6874 0.1745
C -5.4877 0.3337 0.1583
C -6.4979 -0.6225 0.1985
H -8.6188 -0.9692 0.2738
H -9.1912 1.4402 0.2936
H -7.3917 3.1414 0.2445
H -5.0205 2.4328 0.1456
H -4.4480 0.0233 0.1153
H -6.2469 -1.6779 0.1914
C -4.7218 4.8264 2.5628
C -5.0426 6.1803 2.5757
C -4.0314 7.1360 2.5449
C -2.6991 6.7372 2.4912
C -2.3787 5.3832 2.4745
C -3.3892 4.4275 2.5146
H -5.5102 4.0813 2.5903
H -6.0817 6.4911 2.6107
H -4.2814 8.1915 2.5617
H -1.9108 7.4821 2.4624
H -1.3397 5.0724 2.4312
H -3.1389 3.3719 2.5072
C 8.2862 0.2101 -0.5221
C 9.3375 -0.5145 0.0306
C 9.1394 -1.8314 0.4344
C 7.8913 -2.4273 0.2762
C 6.8404 -1.7042 -0.2799
C 7.0366 -0.3839 -0.6752
H 8.4402 1.2381 -0.8336
H 10.3123 -0.0522 0.1476
H 9.9577 -2.3940 0.8714
H 7.7382 -3.4556 0.5866
H 5.8672 -2.1700 -0.4047
H 6.2161 0.1820 -1.1038
C -0.6748 4.6785 7.6081
C -1.0958 5.6542 8.5063
C -2.0566 6.5852 8.1237
C -2.6038 6.5343 6.8448
C -2.1855 5.5563 5.9478
C -1.2181 4.6310 6.3275
H 0.0767 3.9548 7.9056
H -0.6740 5.6896 9.5055
H -2.3798 7.3500 8.8220
H -3.3565 7.2572 6.5478
H -2.6135 5.5157 4.9513
H -0.8883 3.8719 5.6260
C 5.4379 -4.6391 -5.3784
C 5.2555 -4.9439 -6.7236
C 4.0999 -5.5982 -7.1392
C 3.1213 -5.9393 -6.2101
C 3.3020 -5.6311 -4.8654
C 4.4619 -4.9850 -4.4486
H 6.3405 -4.1319 -5.0541
H 6.0153 -4.6720 -7.4489
H 3.9611 -5.8417 -8.1871
H 2.2181 -6.4451 -6.5348
H 2.5381 -5.8957 -4.1411
H 4.6051 -4.7497 -3.3990
*
```

Calculated values
E_LUMO = -0.0383 Eh
HOMO-LUMO gap = 8.0 eV
SMILES = NCCCCN(c1cccnc1)S(=O)(=O)F.c1ccccc1.c1ccccc1.c1ccccc1.c1ccccc1.c1ccccc1